Formula: C6H7NO
Source: the OMol25 dataset
Level of theory: the ωB97M-V functional and the def2-TZVPD basis

XYZ file:
```
15
Properties=species:S:1:pos:R:3:forces:R:3:mulliken_charge:R:1
O -0.08602 2.61576 -0.67977 0.9 -2.6 1.7 -0.56
N -1.05634 -0.07319 1.00507 -2.1 -1.2 0.6 -0.53
C -1.17028 0.41019 -0.47439 -0.1 -0.6 1.9 -0.02
C -0.05087 1.46203 -0.26338 -0.5 2.3 -2.0 0.18
C -0.41420 -0.49400 -1.33026 -1.0 -3.2 -1.9 -0.35
C 1.10165 0.41230 0.21215 -3.2 -1.3 -1.2 -0.22
C 0.35020 -0.31466 1.38694 0.1 0.4 -0.1 -0.56
C 0.81001 -0.55978 -0.90708 5.6 -0.2 -0.8 -0.36
H 1.75864 -1.13643 -1.34248 -2.6 1.0 0.9 0.28
H 2.11916 0.65732 0.19083 1.2 0.8 0.8 0.56
H -2.21685 0.55984 -0.85509 1.1 0.7 1.1 0.37
H -1.66365 -0.93304 1.21681 1.3 1.8 -0.7 0.31
H 0.45764 -1.38828 1.58600 0.7 -0.1 -1.1 0.30
H -0.71074 -1.29097 -2.06095 -0.5 1.3 0.5 0.33
H 0.77164 0.07292 2.31560 -1.0 0.9 0.3 0.29
```
Positions in Å, forces in eV/Å.

LUMO energy = 0.9 eV
Kohn-Sham gap = 9.7353 eV
SMILES = O=C1[C@@H]2C=C[C@H]1NC2